ORCA calculation (ωB97M-V/def2-TZVPD) on C29H26FN5O3S5Se2Tl as an isolated structure.

Summary:
ΔE to the lowest compared entry with this formula, charge and spin: 0.0 kJ/mol
E_HOMO (alpha / beta): -8.34 / -8.36 eV

The geometry in ORCA input format:
```
! RIJCOSX wB97M-V def2-TZVPD def2/J DEFGRID3
* xyz 1 1
Tl 0.343 2.937 1.893
C 1.294 -4.919 1.847
C -0.081 -4.337 2.008
N -0.130 -2.945 1.635
C 0.014 -2.012 2.659
C 0.038 -0.647 2.446
C 0.603 0.204 3.565
O 0.602 -0.299 4.704
O 1.209 1.311 3.263
C -0.431 -0.154 1.171
O -0.691 1.043 0.870
C -0.681 -1.126 0.150
C -1.169 -0.722 -1.135
C -1.410 -1.651 -2.093
F -1.952 -1.174 -3.257
C -1.139 -3.083 -1.939
C -0.615 -3.451 -0.682
C -0.456 -2.530 0.367
N -1.162 -3.952 -3.026
C -1.007 -3.473 -4.386
C -0.845 -4.668 -5.338
N -0.004 -5.720 -4.725
C -0.564 -6.317 -3.454
C -1.601 -5.322 -2.844
H 1.247 -5.963 2.103
H 2.010 -4.441 2.592
H 1.616 -4.797 0.824
H -0.489 -4.377 3.032
H -0.808 -4.912 1.410
H 0.182 -2.410 3.666
H -1.461 0.285 -1.400
H -0.300 -4.503 -0.569
H -0.164 -2.739 -4.397
H -1.874 -2.920 -4.734
H -0.499 -4.332 -6.318
H -1.818 -5.159 -5.476
H 0.953 -5.344 -4.570
H 0.105 -6.461 -5.439
H 0.269 -6.463 -2.754
H -1.048 -7.318 -3.634
H -1.728 -5.623 -1.784
H -2.628 -5.399 -3.241
Se 2.810 5.194 -0.165
Se 1.384 4.193 -1.897
C -0.292 4.881 -1.211
C -0.592 6.216 -1.408
C -1.780 6.707 -0.894
C -2.668 5.813 -0.290
C -2.234 4.501 -0.157
N -1.082 3.986 -0.595
C 3.710 3.618 0.506
C 4.982 3.344 -0.059
C 5.743 2.317 0.507
C 5.229 1.571 1.564
C 3.967 1.927 2.060
N 3.213 2.876 1.478
H 0.148 6.848 -1.900
H -1.997 7.781 -0.972
H -3.614 6.171 0.100
H -2.894 3.762 0.299
H 5.345 3.911 -0.937
H 6.712 2.038 0.070
H 5.757 0.729 1.987
H 3.500 1.388 2.883
S -4.068 7.974 6.173
C -3.305 6.772 5.328
S -3.893 5.205 4.849
C -2.471 4.693 3.991
C -1.347 5.587 4.113
S 0.247 5.447 3.614
S -1.647 7.152 4.888
S -2.597 3.282 3.069
*
```

From a Löwdin analysis of the wavefunction, the atomic charges in e read: 0.756 -0.065 -0.229 -0.049 0.075 -0.012 -0.593 0.017 -0.215 -0.304 -0.150 -0.032 0.095 -0.174 0.037 -0.128 0.045 -0.122 -0.109 -0.127 -0.094 0.051 -0.062 -0.134 0.071 0.113 0.065 0.135 0.117 0.151 0.144 0.105 0.153 0.124 0.147 0.142 0.201 0.191 0.134 0.153 0.136 0.136 0.649 0.651 -0.711 -0.121 -0.055 -0.043 -0.188 -0.001 -0.688 -0.106 -0.072 -0.047 -0.103 -0.011 0.104 0.119 0.110 0.082 0.103 0.113 0.102 0.103 0.607 -1.447 0.933 -1.097 -1.096 0.652 0.879 0.684


ORCA calculation (ωB97M-V/def2-TZVPD) on the molecule CH3NO3S3.

Summary:
ΔE to the lowest compared entry with this formula, charge and spin: 0.0 kJ/mol
E_HOMO (alpha / beta): -6.89 / -9.84 eV

The geometry in ORCA input format:
```
! RIJCOSX wB97M-V def2-TZVPD def2/J DEFGRID3
* xyz 0 3
C -0.020 1.148 0.942
N 0.661 -0.958 -0.809
O -0.778 0.018 0.827
O -1.266 -2.143 0.314
O -1.640 -0.617 -1.548
S 0.480 1.735 2.339
S 0.344 2.109 -0.525
S -0.901 -0.981 -0.388
H 1.181 -1.307 0.018
H 0.735 -1.786 -1.414
H 1.205 2.781 0.244
*
```

From a Löwdin analysis of the wavefunction, the atomic charges in e read: -1.288 -0.078 -0.301 -0.243 -0.238 0.837 0.786 0.476 0.106 0.096 -0.154


ORCA calculation (ωB97M-V/def2-TZVPD) on C3H12BrMnO3 as an isolated structure.

Summary:
ΔE to the lowest compared entry with this formula, charge and spin: 36.9 kJ/mol
E_HOMO (alpha / beta): -12.60 / -12.60 eV

The geometry in ORCA input format:
```
! RIJCOSX wB97M-V def2-TZVPD def2/J DEFGRID3
* xyz 1 6
Mn -27.743 17.084 -24.381
Br -25.340 17.072 -23.539
C -21.661 14.942 -21.580
O -23.068 14.949 -21.340
H -21.435 14.481 -22.545
H -21.233 15.941 -21.508
H -21.195 14.309 -20.829
H -23.503 15.445 -22.037
C -22.180 19.104 -23.520
O -21.852 17.751 -23.279
H -23.181 19.362 -23.154
H -21.556 19.777 -22.930
H -22.112 19.343 -24.581
H -22.634 17.209 -23.155
C -22.806 14.816 -25.372
O -24.109 14.628 -25.911
H -22.780 15.487 -24.510
H -22.408 13.855 -25.050
H -22.188 15.264 -26.148
H -24.788 15.045 -25.380
*
```

From a Löwdin analysis of the wavefunction, the atomic charges in e read: 1.115 0.157 -0.144 -0.127 0.073 0.073 0.085 -0.018 -0.161 -0.135 0.053 0.085 0.082 -0.036 -0.139 -0.140 0.029 0.086 0.090 -0.026


ORCA calculation (ωB97M-V/def2-TZVPD) on the molecule C6H11NS.

Summary:
SMILES: C[C@]1(S)CC=C[C@@H]1N
ΔE to the lowest compared entry with this formula, charge and spin: 236.3 kJ/mol
E_HOMO: -8.98 eV

The geometry in ORCA input format:
```
! RIJCOSX wB97M-V def2-TZVPD def2/J DEFGRID3
* xyz 0 1
C -1.325 1.294 0.731
C -0.664 0.008 0.055
S -1.944 -0.774 -0.978
C 0.018 -1.077 1.096
C 1.079 -1.657 0.251
C 1.299 -0.935 -0.785
C 0.448 0.230 -0.882
N 1.307 1.391 -0.522
H -0.785 1.982 1.365
H -2.166 1.018 1.358
H -1.562 1.948 -0.071
H -2.929 -0.654 -0.013
H -0.711 -1.829 1.411
H 0.526 -0.693 1.955
H 1.742 -2.556 0.402
H 2.004 -1.220 -1.600
H -0.031 0.299 -1.949
H 1.307 2.240 -1.436
H 2.387 0.986 -0.389
*
```

From a Löwdin analysis of the wavefunction, the atomic charges in e read: -0.095 -0.719 0.797 -0.134 -0.128 -0.168 -0.550 -0.005 0.063 0.061 0.054 -0.095 0.102 0.104 0.133 0.133 0.132 0.179 0.134


ORCA calculation (ωB97M-V/def2-TZVPD) on a 2-piece molecular cluster, C3H5NO5 overall.

Summary:
ΔE to the lowest compared entry with this formula, charge and spin: 425.4 kJ/mol
E_HOMO (alpha / beta): -9.54 / -9.54 eV

The geometry in ORCA input format:
```
! RIJCOSX wB97M-V def2-TZVPD def2/J DEFGRID3
* xyz 0 1
C 1.441 -0.352 0.433
C -0.495 1.077 -0.839
C 0.244 0.462 0.345
N -0.848 -1.309 0.368
O 2.102 -0.456 1.491
O -0.927 -1.798 -0.732
O -1.419 -1.484 1.408
O -0.249 0.410 -2.117
O -0.156 0.979 1.487
H 1.760 -0.919 -0.474
H -1.482 1.231 -0.484
H -0.114 2.050 -1.079
H -0.359 -0.629 -2.118
H 0.502 0.737 2.311
*
```

From a Löwdin analysis of the wavefunction, the atomic charges in e read: -0.171 -0.138 -0.288 -0.289 0.040 0.033 0.102 -0.099 0.065 0.150 0.121 0.130 0.122 0.223


ORCA calculation (ωB97M-V/def2-TZVPD) on the molecule C3H5FO3.

Summary:
ΔE to the lowest compared entry with this formula, charge and spin: 822.7 kJ/mol
E_HOMO (alpha / beta): -8.62 / -10.02 eV

The geometry in ORCA input format:
```
! RIJCOSX wB97M-V def2-TZVPD def2/J DEFGRID3
* xyz 0 1
C -0.217 0.059 -0.547
C -0.767 -0.898 0.489
C 0.067 1.477 0.066
O 1.052 -0.323 -1.044
O 1.394 -1.710 0.694
O 1.292 -1.682 -0.662
F -1.182 -0.361 1.578
H -0.988 0.129 -1.469
H -1.003 -1.930 0.373
H 0.593 1.379 1.098
H -0.955 2.000 0.176
H 0.714 1.859 -0.751
*
```

From a Löwdin analysis of the wavefunction, the atomic charges in e read: -0.367 -0.055 -0.033 -0.086 -0.057 -0.147 0.116 0.191 0.127 0.120 0.104 0.087


ORCA calculation (ωB97M-V/def2-TZVPD) on C22H18F3GaNO6S2 as an isolated structure.

Summary:
E_HOMO: -11.74 eV

The geometry in ORCA input format:
```
! RIJCOSX wB97M-V def2-TZVPD def2/J DEFGRID3
* xyz 1 1
Ga -1.021 -1.721 0.216
O -4.996 -2.307 -1.166
C -4.063 -1.805 -0.395
O -2.889 -1.825 -0.768
C -4.577 -1.320 0.958
O -3.925 -0.095 1.193
C -3.364 -0.027 2.518
C -1.982 -0.692 2.527
O -1.019 -0.200 3.045
O -1.973 -1.840 1.801
H -4.592 -2.488 -2.047
H -4.136 -2.098 1.623
H -5.676 -1.210 1.013
H -3.941 -0.529 3.286
H -3.249 1.002 2.782
F 2.131 -5.060 -1.973
C 3.026 -4.156 -1.522
F 4.171 -4.746 -1.325
F 3.182 -3.271 -2.528
C 2.538 -3.379 -0.308
C 3.449 -3.118 0.688
C 3.021 -2.409 1.825
C 1.739 -1.884 1.890
N 0.871 -2.138 0.885
C 1.225 -2.941 -0.179
S -0.140 -3.266 -1.200
H 4.470 -3.457 0.608
H 3.777 -2.251 2.631
H 1.359 -1.372 2.792
O -0.758 0.090 -0.258
S 0.389 0.926 0.373
C 1.434 1.194 -1.005
C 1.563 0.116 -1.867
C 2.424 0.134 -2.974
C 3.086 1.302 -3.198
C 2.950 2.444 -2.398
C 2.128 2.387 -1.235
C -0.342 2.574 0.580
C -1.109 3.108 -0.480
C -1.534 4.376 -0.440
C -1.209 5.207 0.610
C -0.462 4.756 1.648
C 0.055 3.411 1.668
H 0.901 -0.740 -1.747
H 2.502 -0.720 -3.653
H 3.616 1.507 -4.112
H 3.398 3.386 -2.700
H 1.977 3.264 -0.589
H -1.385 2.458 -1.304
H -2.095 4.716 -1.271
H -1.624 6.210 0.632
H -0.082 5.415 2.415
H 0.763 3.088 2.436
*
```

From a Löwdin analysis of the wavefunction, the atomic charges in e read: 0.177 0.188 -0.395 0.050 -0.088 -0.094 -0.063 -0.517 0.100 -0.054 0.171 0.152 0.159 0.142 0.132 0.126 -0.610 0.194 0.136 -0.101 0.037 -0.017 -0.067 -0.010 -0.598 0.887 0.135 0.131 0.136 -0.423 1.135 -0.383 -0.070 -0.040 -0.077 -0.033 -0.037 -0.337 -0.077 -0.073 -0.065 -0.056 -0.022 0.066 0.123 0.112 0.113 0.119 0.128 0.112 0.123 0.112 0.118


ORCA calculation (ωB97M-V/def2-TZVPD) on a 2-piece molecular cluster, C8H12N4 overall.

Summary:
SMILES: Cc1c[nH]cn1.Cc1c[nH]cn1
ΔE to the lowest compared entry with this formula, charge and spin: 120.2 kJ/mol
E_HOMO: -8.39 eV

The geometry in ORCA input format:
```
! RIJCOSX wB97M-V def2-TZVPD def2/J DEFGRID3
* xyz 0 1
C -0.428 -0.879 -2.052
C 0.605 -1.791 -1.522
C 1.941 -1.823 -1.386
N 2.319 -3.016 -0.827
C 1.138 -3.769 -0.738
N 0.111 -3.027 -1.024
H -1.126 -0.746 -1.211
H -1.080 -1.297 -2.811
H 0.052 0.073 -2.297
H 2.659 -1.088 -1.713
H 3.178 -3.043 -0.308
H 1.096 -4.816 -0.535
C -1.408 3.350 0.071
C -1.065 2.395 1.138
C -0.802 1.046 1.108
N -0.503 0.683 2.384
C -0.417 1.849 3.139
N -0.770 2.860 2.395
H -0.801 4.257 0.039
H -2.450 3.655 0.043
H -1.255 2.830 -0.889
H -0.668 0.519 0.182
H -0.225 -0.236 2.663
H -0.099 2.014 4.152
*
```

From a Löwdin analysis of the wavefunction, the atomic charges in e read: -0.060 -0.348 -0.108 0.040 -0.182 0.084 0.059 0.078 0.082 0.115 0.136 0.104 -0.056 -0.362 -0.074 0.051 -0.180 0.072 0.077 0.071 0.072 0.081 0.137 0.109


no.,electronic energy (eV)
1,-236359.0001
2,-41219.3932
3,-110800.2335
4,-18723.0448
5,-14914.3842
6,-12043.3980
7,-119076.7015
8,-14450.3057